--- w ---
Here is a molecular structure, C23H31N3O2 from OMol25. Energies are from the ωB97M-V functional and the def2-TZVPD basis.

The geometry in ORCA input format:
```
! wB97M-V def2-TZVPD RIJCOSX def2/J DEFGRID3
* xyz 0 1
O -1.31 2.24 1.03
O 2.91 0.23 1.77
N -0.01 0.50 2.23
N -3.24 -1.40 1.06
N 1.59 2.58 -0.03
C -4.64 1.10 -1.38
C -4.43 0.66 -0.12
C 2.71 1.53 -1.75
C -5.65 0.35 -2.20
C -4.68 -1.74 -0.89
C 2.45 1.31 -0.54
C 1.15 2.61 1.26
C 3.28 -1.40 -1.09
C -1.00 -0.47 2.24
C -0.18 1.83 1.36
C -2.05 -2.13 1.00
C 5.18 -0.92 0.32
C 5.79 -2.02 -0.04
C -0.89 -1.39 0.99
C 5.25 -2.83 -1.28
C 2.95 0.33 0.62
C -5.14 -0.94 -2.17
C -4.42 -1.95 1.93
C 3.77 -0.79 -0.04
C 3.91 -2.47 -1.52
C 2.01 2.37 -2.35
C -3.89 -0.69 -0.13
C 1.24 3.20 -1.24
H -5.09 0.50 0.52
H -2.21 -2.86 0.18
H -2.81 -0.64 -0.60
H 6.81 -2.46 0.23
H 1.89 2.46 2.05
H -4.84 -2.99 1.41
H -4.87 2.10 -1.22
H -3.51 1.08 0.55
H 1.02 0.23 2.21
H -3.87 -0.91 -3.06
H -5.84 0.92 -3.16
H 3.24 0.77 -2.26
H -5.28 -1.16 1.86
H 0.81 3.68 1.19
H -0.88 -0.95 -0.06
H -2.20 -2.81 2.20
H -1.87 0.32 2.25
H 1.98 2.89 -3.17
H -0.83 -0.98 3.14
H 0.72 4.07 -1.13
H 3.61 -3.00 -2.70
H -6.49 0.39 -1.77
H -5.59 -1.81 -0.40
H -4.29 -2.76 -1.08
H -4.21 -2.06 2.93
H -3.62 1.44 -2.04
H -0.03 -1.99 0.87
H -5.68 -1.58 -3.04
H 5.50 -0.27 1.16
H 5.95 -3.62 -1.61
H 2.22 -1.27 -1.34
*
```

Orbital gap ... 7.69 eV
LUMO level ... 0.0035 Ha
E_HOMO ... -7.6 eV
Molecular weight ... 381.52 g mol⁻¹

--- x ---
Here is a single C23H31N3O2 molecule from OMol25. Energies are from the ωB97M-V functional and the def2-TZVPD basis.

The geometry in ORCA input format:
```
! wB97M-V def2-TZVPD RIJCOSX def2/J DEFGRID3
* xyz 0 1
O 2.17 -1.10 2.05
O -1.84 0.82 -0.05
N 4.79 0.71 -0.50
N -3.68 -0.51 -0.18
N 0.22 -0.43 1.07
C -2.34 -0.29 -0.13
C -7.11 0.78 -0.13
C 0.46 -2.78 0.48
C 1.58 1.22 2.15
C -0.26 -1.58 0.48
C 1.97 2.01 -0.26
C -4.73 0.42 -0.20
C -4.53 1.79 -0.32
C -1.52 -1.54 -0.16
C 4.94 -0.64 0.01
C 1.38 -0.23 1.77
C -1.24 -3.84 -0.84
C -0.03 -3.89 -0.16
C 5.60 -1.66 -0.93
C 2.51 1.96 1.17
C 2.37 0.81 -1.12
C -6.91 2.14 -0.25
C -1.98 -2.67 -0.82
C 3.83 0.85 -1.58
C -5.62 2.64 -0.34
C -6.03 -0.08 -0.11
C 6.05 1.38 -0.76
C 5.95 2.87 -0.45
H -2.91 -2.64 -1.38
H 5.69 -2.62 -0.43
H 0.62 1.73 2.21
H 1.41 -2.81 0.99
H 4.01 1.81 -2.06
H -1.61 -4.71 -1.37
H -6.19 -1.15 -0.01
H -3.53 2.18 -0.39
H 6.81 0.95 -0.10
H -5.46 3.70 -0.43
H 5.23 3.36 -1.10
H 6.92 3.35 -0.59
H -8.11 0.38 -0.06
H -0.35 0.39 0.86
H 2.63 2.98 1.55
H 5.01 -1.80 -1.83
H 6.39 1.24 -1.80
H -7.76 2.81 -0.26
H 5.64 3.02 0.58
H -3.98 -1.47 -0.14
H 2.36 2.91 -0.74
H 2.05 1.24 3.14
H 3.48 1.48 1.16
H 5.53 -0.58 0.93
H 3.95 -1.01 0.29
H 6.60 -1.33 -1.22
H 0.54 -4.81 -0.16
H 1.75 0.79 -2.01
H 3.98 0.07 -2.35
H 2.19 -0.12 -0.58
H 0.88 2.10 -0.25
*
```

Orbital gap ... 8.25 eV
LUMO level ... 0.0117 Ha
E_HOMO ... -7.9 eV
Molecular weight ... 381.52 g mol⁻¹

x ends up most stable, edging out the next structure by 1865.4 kJ/mol.

--- w ---
Here is a molecular structure, C25H42NO13Ti from OMol25. Energies are from the ωB97M-V functional and the def2-TZVPD basis.

The geometry in ORCA input format:
```
! wB97M-V def2-TZVPD RIJCOSX def2/J DEFGRID3
* xyz 0 4
Ti -0.06 0.78 -0.11
O 0.35 2.75 -1.46
O -0.53 2.77 1.11
O -2.65 1.18 0.21
O -3.59 -0.36 1.50
O 0.44 4.75 0.97
O 2.51 2.44 -2.02
O -0.47 -0.24 2.44
O 0.03 -1.00 -1.89
O 1.43 4.16 -2.84
O -1.48 -0.81 4.40
O 0.06 -2.12 3.51
O -4.71 0.36 -0.26
O -1.71 4.58 0.49
N 0.97 -2.05 -1.96
C 1.36 3.10 -2.03
C -0.62 -0.98 3.37
C 0.26 -3.33 -2.16
C -3.61 0.55 0.47
C -0.58 -3.72 -0.96
C -0.03 6.12 0.86
C -0.58 -3.27 -3.46
C 3.42 3.00 -2.94
C 3.05 -3.11 -1.25
C -1.37 -1.93 5.27
C 1.29 -4.46 -2.39
C 1.70 -1.90 0.50
C 2.84 -0.68 -1.32
C 3.23 5.44 -3.78
C -5.54 -0.59 0.40
C -0.61 3.92 0.88
C 0.97 6.86 0.01
C 0.25 -3.87 5.23
C -5.23 -1.66 2.68
C 2.06 -1.95 -1.00
C -1.37 5.91 0.16
C -0.67 -2.97 4.41
C 2.45 -4.49 -1.34
C -4.59 -1.37 1.34
C 2.57 4.05 -3.69
H 1.94 -4.72 -0.40
H -5.78 -2.60 2.78
H -4.19 -2.27 0.88
H 1.97 6.89 0.44
H -1.45 -3.06 -0.82
H 3.05 -0.57 -2.38
H -2.36 -2.34 5.49
H 3.16 -5.30 -1.52
H 3.76 5.63 -2.85
H 0.11 -3.13 -4.28
H 3.72 -3.20 -0.38
H 1.12 6.54 -1.02
H 0.96 -4.46 4.67
H 0.65 -1.66 0.65
H 2.44 6.19 -3.84
H -6.31 -0.04 0.93
H 2.15 3.69 -4.63
H -2.13 6.61 0.53
H -1.11 -4.22 -3.43
H 0.75 -3.34 6.03
H -1.33 -3.60 3.80
H -0.52 -4.55 5.63
H -4.44 -1.80 3.42
H 0.56 7.86 -0.18
H 3.91 5.40 -4.63
H 3.81 -2.92 -2.02
H -5.95 -1.24 -0.38
H 3.83 2.33 -3.68
H -0.83 -1.68 6.18
H 2.45 -1.44 1.15
H 0.84 -5.46 -2.37
H -0.32 6.43 1.86
H -0.04 -3.71 -0.02
H -1.20 -2.38 -3.34
H 2.37 0.16 -0.80
H -0.95 -4.74 -1.11
H -1.46 6.23 -0.89
H 1.70 -2.90 0.97
H 4.23 3.51 -2.41
H 1.78 -4.28 -3.34
H 3.84 -0.81 -0.88
H -6.01 -0.91 2.83
*
```

Orbital gap (alpha / beta) ... 3.89 / 5.24 eV
LUMO level (alpha / beta) ... 0.0200 / 0.0199 Ha
E_HOMO (alpha / beta) ... -3.3 / -4.7 eV
Molecular weight ... 612.47 g mol⁻¹

--- x ---
Here is a molecular structure, C25H42NO13Ti from OMol25. Energies are from the ωB97M-V functional and the def2-TZVPD basis.

The geometry in ORCA input format:
```
! wB97M-V def2-TZVPD RIJCOSX def2/J DEFGRID3
* xyz 0 4
Ti -7.48 17.93 7.71
O -9.72 17.79 6.66
O -8.29 20.06 8.03
O -9.49 16.70 4.70
O -5.56 14.54 9.16
O -9.82 20.96 9.37
O -10.31 15.62 6.45
O -5.94 17.82 12.13
O -5.94 18.47 5.85
O -8.08 22.22 8.75
O -6.59 19.34 10.67
O -7.16 15.67 8.05
O -7.28 17.21 10.44
O -7.48 13.57 8.76
N -4.64 18.81 6.15
C -5.47 13.36 9.91
C -6.71 18.09 11.05
C -9.02 24.37 9.33
C -5.39 19.05 12.63
C -3.89 18.98 12.87
C -9.89 22.11 10.17
C -6.44 11.45 8.41
C -3.76 16.97 7.59
C -4.68 20.23 8.19
C -8.70 21.00 8.61
C -8.63 14.85 3.40
C -8.68 22.98 9.82
C -4.39 20.16 6.66
C -9.85 16.80 6.02
C -3.83 16.74 5.12
C -5.83 20.11 11.60
C -6.74 14.69 8.57
C -5.22 21.20 5.96
C -9.80 15.41 4.21
C -10.13 14.60 5.48
C -3.66 17.72 6.25
C -6.70 12.56 9.41
C -1.90 19.56 6.93
C -2.21 18.31 6.13
C -2.93 20.55 6.47
H -3.77 18.58 13.88
H -7.68 14.88 3.94
H -6.14 10.59 9.03
H -4.02 19.66 8.86
H -3.07 15.95 5.15
H -10.80 22.65 9.85
H -3.41 18.22 12.25
H -6.27 20.88 6.01
H -9.57 24.40 8.40
H -5.95 19.25 13.55
H -4.81 21.24 8.57
H -7.25 12.19 10.28
H -4.81 16.69 7.76
H -4.74 16.14 5.17
H -5.56 11.70 7.82
H -11.03 14.02 5.30
H -2.75 20.84 5.43
H -5.25 22.19 6.41
H -5.60 19.71 8.50
H -9.30 14.00 5.87
H -10.68 15.46 3.57
H -8.02 24.80 9.19
H -5.40 13.64 10.97
H -2.01 19.20 7.96
H -8.49 15.48 2.52
H -5.03 20.65 11.08
H -2.73 21.49 7.01
H -8.82 13.84 3.05
H -0.88 19.94 6.86
H -7.91 23.03 10.59
H -3.38 19.93 12.75
H -9.33 25.06 10.12
H -5.04 21.28 4.89
H -7.29 11.05 7.87
H -3.43 17.52 8.47
H -4.56 12.82 9.62
H -3.22 16.02 7.53
H -6.51 20.87 12.00
H -1.47 17.53 6.37
H -2.16 18.56 5.07
H -10.11 21.86 11.21
H -3.69 17.23 4.16
*
```

Orbital gap (alpha / beta) ... 3.67 / 4.61 eV
LUMO level (alpha / beta) ... 0.0138 / 0.0128 Ha
E_HOMO (alpha / beta) ... -3.3 / -4.3 eV
Molecular weight ... 612.47 g mol⁻¹

x ends up most stable, edging out the next structure by 30.1 kJ/mol.

--- w ---
Here is a molecular structure, C19H36N5O2OsPS6 from OMol25. Energies are from the ωB97M-V functional and the def2-TZVPD basis.

The geometry in ORCA input format:
```
! wB97M-V def2-TZVPD RIJCOSX def2/J DEFGRID3
* xyz 2 5
Os 1.35 -0.99 0.87
S 0.36 -4.34 -0.64
S -0.69 -1.83 1.90
S 0.12 0.01 -0.83
S 0.90 3.20 -0.90
S 4.13 -4.62 -0.36
S 2.47 -2.92 1.57
P -0.41 1.98 -0.28
O -1.87 2.10 -0.84
O -0.65 1.85 1.27
N 3.10 -0.94 -0.22
N 0.33 -2.92 -2.84
N 2.53 0.93 1.47
N -1.77 -3.70 -2.09
N 3.63 -2.13 -0.75
C -1.86 2.26 3.28
C 2.34 1.79 2.46
C 4.06 2.45 0.45
C -3.39 1.48 -2.57
C 3.73 0.14 -0.43
C 3.41 -3.10 0.07
C -2.18 2.33 -2.27
C 3.85 3.36 1.48
C 3.69 -5.71 1.01
C -1.86 4.05 1.51
C 3.00 3.01 2.51
C 0.06 -2.34 -4.17
C -2.74 -3.05 -2.99
C -0.46 -3.57 -2.01
C -2.41 3.80 -2.49
C -2.14 -0.82 1.57
C 3.39 1.25 0.48
C -0.65 -1.73 3.70
C -1.07 2.94 2.18
H 2.84 3.67 3.35
H -2.82 3.69 1.15
H -0.14 3.34 2.58
H -2.98 -1.29 2.09
H 1.65 1.49 3.24
H -1.51 4.38 -2.27
H -2.68 3.97 -3.54
H -2.05 4.82 2.26
H -1.31 4.51 0.69
H -2.15 -4.35 -1.42
H -0.67 -0.69 4.01
H -4.24 1.80 -1.97
H 4.36 4.32 1.49
H -1.98 0.20 1.90
H 0.26 -2.22 4.04
H -1.32 1.98 -2.84
H -3.70 -3.04 -2.48
H 4.14 -6.67 0.75
H -2.31 -0.83 0.49
H -1.26 1.49 3.77
H -1.52 -2.27 4.09
H -2.15 3.00 4.03
H -0.22 -1.29 -4.07
H 4.12 -5.36 1.94
H 1.29 -2.86 -2.52
H -2.85 -3.62 -3.92
H 2.62 -5.84 1.11
H -3.23 4.15 -1.86
H -0.71 -2.89 -4.68
H -2.44 -2.03 -3.20
H 4.74 2.67 -0.36
H 4.56 0.18 -1.12
H -3.66 1.58 -3.62
H -2.77 1.81 2.88
H 0.98 -2.41 -4.75
H -3.20 0.42 -2.36
*
```

Orbital gap (alpha / beta) ... 7.53 / 4.70 eV
LUMO level (alpha / beta) ... -0.2134 / -0.3215 Ha
E_HOMO (alpha / beta) ... -13.3 / -13.5 eV
Molecular weight ... 780.14 g mol⁻¹

--- x ---
Here is a molecular structure, C19H36N5O2OsPS6 from OMol25. Energies are from the ωB97M-V functional and the def2-TZVPD basis.

The geometry in ORCA input format:
```
! wB97M-V def2-TZVPD RIJCOSX def2/J DEFGRID3
* xyz 2 5
Os -0.92 -0.76 0.36
S -0.29 -2.77 -0.98
S 4.00 -1.77 1.28
S 0.95 -0.61 1.96
S -3.59 -1.33 -0.93
S -4.06 -0.40 3.94
S -2.21 -1.85 2.01
P 2.84 -0.12 1.38
O 2.71 0.55 -0.04
O 3.40 0.99 2.32
N -4.66 0.51 -2.45
N -2.06 0.79 0.95
N -0.66 0.58 -1.23
N -3.77 -1.28 -3.61
N -2.87 0.76 2.00
C -1.14 1.82 -0.93
C -3.02 -0.41 2.58
C -0.27 2.69 -2.98
C -3.12 -2.57 -3.75
C -4.03 -0.66 -2.45
C -5.25 1.22 -3.58
C -4.21 -2.15 4.37
C 0.19 1.42 -3.29
C 2.95 2.96 -0.23
C 5.00 1.49 -0.35
C -0.66 -4.24 -0.01
C -1.91 1.90 0.28
C -0.94 2.89 -1.79
C 3.54 1.04 3.79
C 1.49 -2.96 -1.18
C 4.63 2.06 4.05
C 3.52 1.62 -0.65
C -0.02 0.40 -2.39
C 3.83 -0.31 4.40
H 5.56 2.16 -1.00
H 0.71 1.22 -4.22
H 1.88 3.01 -0.44
H -1.70 -4.18 0.30
H -3.24 -2.64 4.34
H -4.61 -2.19 5.38
H -2.05 -2.45 -3.94
H 1.67 -3.90 -1.71
H 4.67 2.28 5.12
H -4.91 -2.63 3.68
H 5.60 1.67 3.75
H -3.25 -3.15 -2.85
H 5.23 1.75 0.68
H 3.35 1.46 -1.71
H 3.06 -1.04 4.14
H 1.98 -2.98 -0.21
H 3.10 3.12 0.84
H -4.09 -0.85 -4.46
H -4.74 2.17 -3.74
H -5.21 0.64 -4.49
H -3.56 -3.10 -4.59
H 0.31 -0.61 -2.61
H -0.01 -4.29 0.86
H 4.44 2.99 3.52
H 3.84 -0.21 5.49
H -0.52 -5.11 -0.64
H 3.45 3.77 -0.77
H -6.30 1.43 -3.37
H 5.35 0.47 -0.55
H -1.33 3.87 -1.52
H -4.84 0.90 -1.54
H -0.11 3.52 -3.67
H 2.58 1.42 4.15
H 1.87 -2.13 -1.77
H 4.81 -0.68 4.08
H -2.38 2.82 0.61
*
```

Orbital gap (alpha / beta) ... 5.78 / 4.69 eV
LUMO level (alpha / beta) ... -0.2390 / -0.3197 Ha
E_HOMO (alpha / beta) ... -12.3 / -13.4 eV
Molecular weight ... 780.14 g mol⁻¹

x ends up most stable, edging out the next structure by 53.2 kJ/mol.

--- w ---
Here is a single C5H5Br molecule from OMol25. Energies are from the ωB97M-V functional and the def2-TZVPD basis.

The geometry in ORCA input format:
```
! wB97M-V def2-TZVPD RIJCOSX def2/J DEFGRID3
* xyz 0 1
Br 0.40 -1.71 -2.54
C 1.60 0.16 -0.45
C 2.92 0.31 -0.30
C 0.64 0.38 0.75
C -0.51 -0.35 -0.01
C 0.32 -0.16 -1.34
H -0.09 0.69 -1.97
H -1.54 0.10 0.22
H 0.34 1.38 0.81
H -0.85 -1.39 0.31
H 0.90 -0.06 1.67
*
```

Orbital gap ... 9.22 eV
LUMO level ... -0.0303 Ha
E_HOMO ... -10.0 eV
Molecular weight ... 145.00 g mol⁻¹

--- x ---
Here is a single C5H5Br molecule from OMol25. Energies are from the ωB97M-V functional and the def2-TZVPD basis.

The geometry in ORCA input format:
```
! wB97M-V def2-TZVPD RIJCOSX def2/J DEFGRID3
* xyz 0 1
Br 2.38 0.77 1.51
C -0.84 -0.01 -0.91
C 0.41 0.83 -0.69
C -0.01 -0.82 1.09
C 1.04 0.10 0.53
C -1.01 -0.97 0.05
H 1.01 1.05 -1.59
H -1.28 0.29 -1.82
H -0.08 -1.28 2.02
H -1.73 -1.75 0.17
H 0.12 1.80 -0.36
*
```

Orbital gap ... 8.34 eV
LUMO level ... 0.0144 Ha
E_HOMO ... -7.9 eV
Molecular weight ... 145.00 g mol⁻¹

x ends up most stable, edging out the next structure by 312.6 kJ/mol.